[1]
Entry from the Open Molecules 2025 dataset: C4H8N2OS in the gas phase in a non-equilibrium geometry (ωB97M-V with the def2-TZVPD basis set).

```
! wB97M-V def2-TZVPD RIJCOSX def2/J DEFGRID3
* xyz 0 1
N -3.47816 -0.44475 -0.33390
C -1.98560 -0.50791 -0.25258
C -1.23355 -0.42769 0.94188
C -1.12899 0.75166 0.08895
O 0.02467 0.97931 -0.65419
N 1.09547 1.30196 0.07417
C 2.17875 0.46614 0.29417
S 2.40799 -1.06261 -0.17688
H -3.80643 -1.38582 0.16280
H -3.84718 0.38947 0.13067
H -1.61503 -1.13904 -1.02245
H -1.85211 -0.32565 1.78797
H -0.33879 -1.01933 1.08946
H -1.76618 1.60536 0.37054
H 1.26768 2.29951 -0.03199
H 2.92817 1.04915 0.96017
*
```

Summary:
Structure (SMILES): N[C@@H]1C[C@H]1ONC=S
E_LUMO in Ha: 0.023
Relative energy (zero: lowest compared OMol25 entry of this formula, charge and spin) in kJ/mol: 395.76
Calculated total energy in eV: -20136.733
Orbital gap in eV: 9.329
Molar mass in g mol⁻¹: 132.19

Results of the Mulliken charge analysis, in e, for atoms 1 through 5: -0.63, -0.21, -0.50, 0.04, -0.19

[2]
Entry from the Open Molecules 2025 dataset: 2 unconnected molecules or ions with the total composition C4H8N2OS in a non-equilibrium geometry (ωB97M-V with the def2-TZVPD basis set).

```
! wB97M-V def2-TZVPD RIJCOSX def2/J DEFGRID3
* xyz 0 1
C -2.31864 1.10604 -0.69096
C -1.15810 1.59257 -0.26197
C -2.59937 -0.35665 -0.18931
C 3.24961 -0.47268 0.63747
N 1.18512 -0.86926 -0.17623
N -1.48772 -0.72750 0.66727
O 1.99848 -1.28228 0.63785
S -0.61546 0.73584 1.16126
H -2.92605 1.52623 -1.59126
H -0.78615 2.44381 -0.64500
H -3.47339 -0.35001 0.43155
H -2.77459 -1.00198 -1.14429
H 3.50746 -0.27677 1.80716
H 2.99429 0.57927 0.15116
H 3.98201 -1.07823 0.18901
H -0.82503 -1.23005 0.11446
*
```

Summary:
E_LUMO (alpha / beta) in Ha: 0.018 / 0.019
Relative energy (zero: lowest compared OMol25 entry of this formula, charge and spin) in kJ/mol: 671.49
Calculated total energy in eV: -20133.875
Orbital gap (alpha / beta) in eV: 8.439 / 8.220
Molar mass in g mol⁻¹: 132.19

Results of the Mulliken charge analysis, in e, for atoms 1 through 5: -0.40, -0.31, -0.33, -0.43, -0.35

[3]
Entry from the Open Molecules 2025 dataset: C4H8N2S in the gas phase in a non-equilibrium geometry (ωB97M-V with the def2-TZVPD basis set).

```
! wB97M-V def2-TZVPD RIJCOSX def2/J DEFGRID3
* xyz 0 1
S 1.74746 1.15297 -1.41185
C 1.19028 -0.23842 -0.67989
N 0.00295 -0.42458 -0.12709
C -0.44217 -1.56674 0.66679
C -1.66109 -1.04869 1.45951
C -1.50188 0.47076 1.32395
N -0.99901 0.55048 -0.05238
H 1.85751 -1.12100 -0.69294
H 0.40266 -1.93060 1.26473
H -0.73120 -2.42417 0.02094
H -1.67243 -1.39797 2.47770
H -2.57901 -1.41057 0.97831
H -0.75984 0.82657 2.08983
H -2.43596 1.00916 1.43702
H -0.57944 1.41824 -0.35183
*
```

Summary:
Structure (SMILES): S=CN1CCCN1
E_LUMO in Ha: 0.030
Relative energy (zero: lowest compared OMol25 entry of this formula, charge and spin) in kJ/mol: 165.26
Calculated total energy in eV: -18092.030
Orbital gap in eV: 8.857
Molar mass in g mol⁻¹: 116.19

Results of the Mulliken charge analysis, in e, for atoms 1 through 5: -0.41, -0.08, 0.30, -0.59, -0.51

[4]
Entry from the Open Molecules 2025 dataset: a molecular structure, C4H8N2S in a non-equilibrium geometry (ωB97M-V with the def2-TZVPD basis set).

```
! wB97M-V def2-TZVPD RIJCOSX def2/J DEFGRID3
* xyz 0 1
C -3.08614 -0.12887 -0.17704
C 0.47728 1.40294 -0.17429
C 1.90657 -1.05115 -0.54280
C 2.18258 -0.20613 0.72612
H -3.44624 0.10317 -1.14562
H -3.31846 0.86437 0.38056
H -3.72730 -1.03401 0.23471
H 0.76908 2.70313 0.28989
H 1.11315 -1.72607 -0.66177
H 2.87051 -1.36661 -0.99802
H 1.38249 -0.46479 1.46805
H 3.26922 -0.27896 0.97763
N -0.76659 1.13904 -0.05438
N 1.82398 0.55053 -0.48113
S -1.45013 -0.50661 0.15808
*
```

Summary:
E_LUMO in Ha: 0.026
Relative energy (zero: lowest compared OMol25 entry of this formula, charge and spin) in kJ/mol: 557.88
Calculated total energy in eV: -18087.960
Orbital gap in eV: 9.251
Molar mass in g mol⁻¹: 116.19

Results of the Mulliken charge analysis, in e, for atoms 1 through 5: -0.74, 0.04, -0.35, -0.36, 0.30

[5]
Entry from the Open Molecules 2025 dataset: C4H8N2S in the gas phase in a non-equilibrium geometry (ωB97M-V with the def2-TZVPD basis set).

```
! wB97M-V def2-TZVPD RIJCOSX def2/J DEFGRID3
* xyz 0 1
C 0.10760 1.69134 0.26930
C -0.18996 0.32329 0.03643
C 0.72647 -0.52421 -0.35869
N 2.18090 -0.40280 -0.41310
C -1.55466 -0.35871 -0.09224
N -1.45215 -1.70562 0.35298
S -2.98311 0.35312 -0.45682
H 0.96495 2.15479 -0.29420
H -0.81322 2.36464 0.18501
H 0.39953 1.89985 1.38560
H 0.33645 -1.47029 -0.69435
H 2.80564 0.59265 -0.47690
H 2.72753 -1.19935 -0.94992
H -0.89362 -1.69344 1.37345
H -2.36235 -2.02527 0.13343
*
```

Summary:
Structure (SMILES): C/C(=C\N)C(N)=S
E_LUMO in Ha: 0.015
Relative energy (zero: lowest compared OMol25 entry of this formula, charge and spin) in kJ/mol: 291.56
Calculated total energy in eV: -18090.721
Orbital gap in eV: 8.615
Molar mass in g mol⁻¹: 116.19

Results of the Mulliken charge analysis, in e, for atoms 1 through 5: -1.16, 0.43, -0.33, -0.52, 0.13

[6]
Entry from the Open Molecules 2025 dataset: C4H8N2S in the gas phase in a non-equilibrium geometry (ωB97M-V with the def2-TZVPD basis set).

```
! wB97M-V def2-TZVPD RIJCOSX def2/J DEFGRID3
* xyz 0 1
C 2.64487 -0.02358 0.55057
C -0.86862 1.71034 -1.27904
C -0.23564 -2.01011 0.82618
C -0.99922 0.66979 -0.09851
N 3.80711 -0.06624 0.42462
N 1.39906 0.18245 0.57893
S 0.25233 -0.66298 -0.31173
H -1.20822 1.38605 -2.39237
H -1.58976 2.43655 -1.02192
H 0.17436 2.09422 -1.37604
H -0.01038 -1.72078 1.90208
H 0.47664 -2.81847 0.79662
H -1.22849 -2.38052 0.56822
H -1.86815 0.10482 -0.08163
H -0.74591 1.09847 0.91400
*
```

Summary:
E_LUMO in Ha: 0.010
Relative energy (zero: lowest compared OMol25 entry of this formula, charge and spin) in kJ/mol: 339.18
Calculated total energy in eV: -18090.227
Orbital gap in eV: 8.576
Molar mass in g mol⁻¹: 116.19

Results of the Mulliken charge analysis, in e, for atoms 1 through 5: 0.42, -0.96, -0.99, -0.40, -0.56

[7]
Entry from the Open Molecules 2025 dataset: C4H8N2S2 in the gas phase in a non-equilibrium geometry (ωB97M-V with the def2-TZVPD basis set).

```
! wB97M-V def2-TZVPD RIJCOSX def2/J DEFGRID3
* xyz 0 1
C -2.17123 0.93643 1.95484
C -0.75071 1.40275 1.97229
C 0.21035 1.06783 1.15646
C 0.05874 0.21812 -0.10236
N -1.03937 0.25064 -0.71911
S -1.25903 -0.69493 -2.12821
N 1.17700 -0.47414 -0.55809
S 2.50217 -0.87812 0.42007
H -2.29518 0.17949 1.18275
H -2.50203 0.60634 2.92273
H -2.88365 1.73460 1.75337
H -0.46703 2.09518 2.79218
H 1.26628 1.31991 1.39671
H -2.45806 -0.15890 -2.43688
H 1.17479 -1.00456 -1.42736
H 3.22830 0.21066 0.19961
*
```

Summary:
Structure (SMILES): C/C=C\C(=N\S)NS
E_LUMO in Ha: 0.025
Relative energy (zero: lowest compared OMol25 entry of this formula, charge and spin) in kJ/mol: 148.14
Calculated total energy in eV: -28926.773
Orbital gap in eV: 9.029
Molar mass in g mol⁻¹: 148.26

Results of the Mulliken charge analysis, in e, for atoms 1 through 5: -1.10, -0.13, -0.41, 1.08, -0.50

[8]
Entry from the Open Molecules 2025 dataset: a molecular structure, C4H8N3 in a non-equilibrium geometry (ωB97M-V with the def2-TZVPD basis set).

```
! wB97M-V def2-TZVPD RIJCOSX def2/J DEFGRID3
* xyz 1 1
C 0.61415 -0.01911 -0.06928
C -0.84400 1.57020 0.24425
C 2.56469 0.16743 -0.07398
C -1.85473 -0.61575 0.22272
N 1.42012 0.89278 0.47480
N -0.76513 0.29002 0.00495
N 1.55614 -0.81194 -0.63535
H -1.90497 1.83123 0.43826
H -0.16418 2.36558 0.24866
H 3.18555 0.63128 -0.84837
H 3.24887 -0.32541 0.63911
H -1.67819 -1.53578 -0.31244
H -1.86702 -0.87149 1.32148
H -2.84377 -0.23477 -0.21599
H 1.72186 -1.62217 -1.23313
*
```

Summary:
E_LUMO in Ha: -0.207
Relative energy (zero: lowest compared OMol25 entry of this formula, charge and spin) in kJ/mol: 500.66
Calculated total energy in eV: -8737.593
Orbital gap in eV: 7.973
Molar mass in g mol⁻¹: 98.13

Results of the Mulliken charge analysis, in e, for atoms 1 through 5: 0.38, -0.09, -0.22, -0.82, -0.57

The lowest relative energy (zero: lowest compared OMol25 entry of this formula, charge and spin) belongs to which entry?
C4H8N2S2